Entry 1:
# C16H38F8I2NbO7S6

A structure of composition C16H38F8I2NbO7S6 (ωB97M-V/def2-TZVPD, OMol25).

**Total charge**: -1
**HOMO**: -4.72 eV
**Kohn-Sham gap**: 0.21420 Ha

XYZ file:
```
78
Properties=species:S:1:pos:R:3:lowdin_charge:R:1
C 4.5466 2.2313 0.0354 -0.189
C 4.1658 1.3308 -1.1788 -0.799
I 4.9185 2.4142 -2.9374 0.785
C 4.9021 -0.0825 -0.9934 -0.888
I 6.4239 -0.2557 -2.5837 0.578
Nb 3.5781 -1.9179 -1.2616 1.369
F 3.0461 -1.4362 -3.1499 -0.556
S 1.4889 -0.8121 -0.2303 0.514
O 1.7923 0.2735 0.6984 -0.406
O 0.7983 -1.8621 0.5294 -0.464
C 0.2034 -0.2808 -1.5081 -0.551
F -0.1773 -1.3915 -2.1318 0.111
F 0.7717 0.4954 -2.4397 0.104
C -0.9777 0.5428 -0.9435 -0.387
F -0.5678 1.6038 -0.2594 0.138
F -1.6385 1.0413 -2.0049 0.152
C -2.0001 -0.2154 -0.0622 -0.587
F -1.5976 -0.3746 1.1594 0.215
F -3.0875 0.5839 0.0276 0.131
F -2.4194 -1.3448 -0.5693 0.196
H 5.0090 3.1594 -0.3025 0.003
H 5.3049 1.7460 0.6580 0.064
H 3.6931 2.4496 0.6842 0.070
H 3.0965 1.2759 -1.3532 0.009
H 5.4725 -0.1737 -0.0707 -0.027
H 2.5900 -3.4431 -1.3768 -0.107
H 4.0548 -2.3975 0.4248 -0.087
H 4.9986 -2.8364 -1.9112 -0.120
C -1.1639 2.8066 2.3800 -0.262
S -0.9168 4.5870 2.4094 0.798
O 0.5240 4.8367 2.6737 -0.554
C -1.7998 4.8716 3.9536 -0.280
H -0.6568 2.4033 1.5109 0.024
H -0.7473 2.3585 3.2826 0.069
H -2.2313 2.5908 2.3093 0.056
H -1.3379 4.2928 4.7540 0.055
H -2.8445 4.5837 3.8325 0.049
H -1.7407 5.9327 4.1899 0.044
C 4.4264 7.1647 -1.7473 -0.270
S 3.5352 5.6212 -2.0089 0.740
O 3.7182 5.2458 -3.4318 -0.652
C 1.8876 6.3301 -1.8588 -0.264
H 5.4915 6.9604 -1.8397 0.048
H 4.1280 7.8966 -2.4990 0.053
H 4.2137 7.5419 -0.7463 0.050
H 1.7537 7.1153 -2.6040 0.053
H 1.7561 6.7340 -0.8543 0.052
H 1.1617 5.5373 -2.0290 0.050
C -7.4709 1.1733 -1.9946 -0.275
S -7.7613 0.2729 -0.4638 0.798
O -8.3513 1.2304 0.5088 -0.559
C -6.0258 0.0751 -0.0377 -0.284
H -8.4363 1.4386 -2.4214 0.046
H -6.9015 2.0797 -1.7872 0.058
H -6.9273 0.5366 -2.6931 0.053
H -5.5507 1.0517 0.0408 0.051
H -5.5297 -0.5250 -0.8007 0.051
H -5.9653 -0.4367 0.9211 0.054
C -2.4918 -4.3212 -0.3464 -0.270
S -2.2439 -6.0856 -0.1096 0.789
O -2.1705 -6.7104 -1.4549 -0.542
C -3.8874 -6.4255 0.5459 -0.275
H -1.5877 -3.9066 -0.7905 0.050
H -3.3378 -4.1545 -1.0145 0.059
H -2.6711 -3.8464 0.6187 0.055
H -4.6438 -6.1258 -0.1803 0.054
H -4.0247 -5.8819 1.4812 0.050
H -3.9648 -7.4951 0.7327 0.045
C 1.2015 -5.9916 1.2224 -0.280
S 2.4912 -4.8260 1.6816 0.754
O 3.5896 -4.9709 0.7015 -0.607
C 2.9944 -5.6872 3.1852 -0.279
H 0.7731 -5.6638 0.2775 0.033
H 1.6215 -6.9916 1.1046 0.058
H 0.4270 -5.9951 1.9903 0.042
H 3.3075 -6.7043 2.9437 0.050
H 2.1619 -5.7050 3.8900 0.045
H 3.8293 -5.1433 3.6232 0.045
```

---

Entry 2:
# C16H38N4O8SSi

A cluster of 5 separate species, C16H38N4O8SSi in total (ωB97M-V/def2-TZVPD, OMol25).

**Total charge**: 0
**HOMO**: -9.01 eV
**SMILES**: CS(=O)(=O)[SiH2]CCOC=O.CNC(C)=O.CNC(C)=O.CNC(C)=O.CNC(C)=O
**Kohn-Sham gap**: 0.34810 Ha

XYZ file:
```
68
Properties=species:S:1:pos:R:3:lowdin_charge:R:1
C 2.4677 -2.9709 -0.5878 -0.164
S 1.3395 -2.1203 0.5084 0.442
O 1.9513 -2.1432 1.8132 -0.386
O 1.1227 -0.7534 0.0802 -0.395
Si -0.5970 -3.1111 0.7620 0.707
C -1.3875 -3.7100 -0.8532 -0.277
C -2.8319 -3.2558 -1.0596 -0.254
O -3.4263 -2.8874 0.1812 -0.114
C -4.5424 -2.1091 0.0464 -0.366
O -4.4796 -0.9707 -0.0703 0.164
H 1.9817 -3.5166 -1.3849 0.060
H 3.1443 -3.5825 -0.0003 0.040
H 3.0684 -2.1923 -1.0326 0.055
H -1.4251 -2.1551 1.5073 -0.015
H -0.4329 -4.2713 1.6548 -0.016
H -0.8084 -3.4844 -1.7384 0.072
H -1.4109 -4.7873 -0.7895 0.067
H -3.3695 -4.1113 -1.4556 0.118
H -2.9119 -2.4733 -1.8038 0.124
H -5.4846 -2.6569 0.0811 0.148
C 0.1913 2.2373 0.2761 -0.076
N -0.4797 3.3100 -0.4440 0.011
C -1.8015 3.4329 -0.7174 -0.544
C -2.7171 2.3366 -0.2259 -0.010
O -2.2209 4.4002 -1.3401 0.016
H 0.6978 2.6543 1.1485 0.085
H 0.9320 1.7767 -0.3746 0.071
H -0.5064 1.4763 0.6025 0.064
H 0.0772 4.0717 -0.7981 0.139
H -3.7357 2.5721 -0.5181 0.081
H -2.4399 1.3787 -0.6669 0.080
H -2.6738 2.2622 0.8611 0.086
C 8.0055 -1.8106 0.1965 -0.072
N 6.9838 -2.7550 0.6124 0.012
C 5.9936 -3.3018 -0.1348 -0.541
C 5.9160 -2.8980 -1.5891 -0.013
O 5.2044 -4.0897 0.3673 0.019
H 8.9921 -2.2464 0.3608 0.084
H 7.9215 -0.8997 0.7909 0.085
H 7.9040 -1.5561 -0.8523 0.071
H 6.9797 -3.0637 1.5721 0.143
H 5.0821 -3.4148 -2.0542 0.077
H 5.7566 -1.8225 -1.6794 0.087
H 6.8317 -3.1765 -2.1111 0.086
C 0.1392 -1.4578 6.5911 -0.077
N 0.1027 -2.7471 5.9264 0.008
C -0.7566 -3.1711 4.9631 -0.554
C -1.8192 -2.2000 4.5081 -0.021
O -0.6556 -4.2942 4.4964 0.016
H 1.1058 -0.9841 6.4127 0.084
H 0.0104 -1.5978 7.6660 0.081
H -0.6445 -0.8040 6.2258 0.070
H 0.7888 -3.4384 6.1848 0.140
H -2.4262 -2.6708 3.7408 0.069
H -2.4652 -1.9273 5.3438 0.085
H -1.3571 -1.3055 4.0881 0.083
C -4.8477 6.7639 -5.1423 -0.083
N -3.5395 7.2155 -5.5776 -0.002
C -2.3796 7.2401 -4.8615 -0.552
C -2.4358 6.7424 -3.4387 -0.021
O -1.3502 7.6514 -5.3736 0.022
H -5.1829 5.9447 -5.7814 0.080
H -5.5631 7.5849 -5.2224 0.080
H -4.8215 6.4192 -4.1147 0.072
H -3.4395 7.5593 -6.5193 0.134
H -1.4492 6.8177 -2.9955 0.080
H -3.1284 7.3480 -2.8525 0.088
H -2.7468 5.6996 -3.4082 0.067
```

---

Entry 3:
# C16H38N6O14S2

A cluster of 8 separate species, C16H38N6O14S2 in total (ωB97M-V/def2-TZVPD, OMol25).

**Total charge**: 0
**HOMO**: -8.97 eV
**SMILES**: O=S1(=O)OCCO1.O=S1(=O)OCCO1.CC(N)=O.CC(N)=O.CC(N)=O.CC(N)=O.CC(N)=O.CC(N)=O
**Kohn-Sham gap**: 0.33406 Ha

XYZ file:
```
76
Properties=species:S:1:pos:R:3:lowdin_charge:R:1
O -2.8039 -1.9379 2.7286 -0.242
S -4.1185 -1.4902 3.1006 0.667
O -4.3318 -0.2165 3.7040 -0.205
O -5.1599 -1.7012 1.8430 -0.186
C -5.6496 -3.0351 1.8894 -0.188
C -5.8194 -3.3926 3.3409 -0.159
O -4.8175 -2.6362 4.0260 -0.199
H -6.5270 -3.0876 1.2453 0.139
H -4.9517 -3.7047 1.3736 0.129
H -5.6772 -4.4519 3.5487 0.134
H -6.7762 -3.1151 3.7875 0.132
O -0.8372 0.7451 7.6419 -0.219
S -1.0504 0.2675 6.3151 0.632
O -1.7928 1.0127 5.3575 -0.217
O 0.3516 -0.1341 5.6358 -0.203
C 0.0790 -1.2109 4.7291 -0.162
C -0.8295 -2.1509 5.5421 -0.153
O -1.5884 -1.2702 6.3625 -0.194
H -0.3025 -0.8183 3.7881 0.107
H 1.0274 -1.7002 4.5108 0.134
H -0.2228 -2.8846 6.0708 0.129
H -1.5740 -2.6513 4.9239 0.113
C 2.1829 -0.0999 -6.2070 -0.020
C 1.6267 -1.0353 -5.1306 -0.607
N 1.2242 -0.4547 -3.9967 0.176
O 1.6036 -2.2349 -5.3706 0.018
H 1.3859 0.3060 -6.8334 0.075
H 2.8105 -0.7067 -6.8563 0.074
H 2.7829 0.7316 -5.8293 0.058
H 1.3088 0.5478 -3.8970 0.043
H 0.8188 -1.0586 -3.2827 0.076
C -0.3897 -0.7991 0.8223 -0.011
C 0.2660 -0.6037 -0.5291 -0.564
N 0.8199 0.5893 -0.7398 0.188
O 0.1578 -1.4531 -1.4180 -0.004
H -1.2461 -0.1392 0.9403 0.093
H 0.3596 -0.6334 1.5975 0.058
H -0.7272 -1.8261 0.9439 0.065
H 1.3514 0.7092 -1.5877 0.064
H 0.9220 1.3008 -0.0286 0.074
C -2.1814 -4.0268 -1.2015 -0.011
C -3.1899 -4.2574 -2.3026 -0.614
N -3.3724 -3.2418 -3.1562 0.160
O -3.7989 -5.3046 -2.4039 0.026
H -2.1477 -3.0295 -0.7633 0.057
H -1.1679 -4.3838 -1.3674 0.088
H -2.5269 -4.6377 -0.3586 0.075
H -4.0794 -3.3674 -3.8650 0.108
H -2.8735 -2.3741 -3.2159 0.103
C 2.5985 2.4676 3.9060 0.014
C 2.2873 2.4474 2.4152 -0.561
N 2.7389 3.4620 1.6708 0.170
O 1.6141 1.5394 1.9227 -0.004
H 3.4139 1.7627 4.0403 0.090
H 1.6730 2.2577 4.4321 0.078
H 2.9062 3.4756 4.1871 0.073
H 3.1481 4.2528 2.1357 0.105
H 2.5316 3.5348 0.6927 0.090
C 3.8769 2.1606 -1.6130 -0.010
C 4.9545 2.8885 -0.8215 -0.576
N 6.2225 2.5223 -1.0639 0.161
O 4.6694 3.7749 -0.0272 0.007
H 3.7174 1.1621 -1.2093 0.090
H 4.1020 2.1198 -2.6797 0.076
H 2.9590 2.7370 -1.5429 0.059
H 7.0164 2.9210 -0.5999 0.111
H 6.3733 1.9211 -1.8564 0.102
C -0.5792 3.7654 -4.1419 0.009
C 0.8729 3.3197 -4.1495 -0.557
N 1.7653 4.0567 -4.8322 0.182
O 1.1984 2.3829 -3.4218 -0.018
H -0.7129 4.6727 -4.7395 0.073
H -0.8651 3.9702 -3.1166 0.090
H -1.1851 3.0101 -4.6376 0.090
H 2.6989 3.6891 -4.9166 0.112
H 1.4562 4.7733 -5.4618 0.104
```

---

Entry 4:
# C16H39AlBrCaF2MgN2O9S

A structure of composition C16H39AlBrCaF2MgN2O9S (ωB97M-V/def2-TZVPD, OMol25).

**Total charge**: +1
**HOMO**: -7.72 eV
**Kohn-Sham gap**: 0.05567 Ha

XYZ file:
```
73
Properties=species:S:1:pos:R:3:lowdin_charge:R:1
C 9.0760 -2.1449 0.1410 -0.208
O 8.2002 -0.9794 0.3389 -0.405
C 7.3720 -0.7037 -0.8600 -0.190
C 5.9158 -0.1552 -0.2837 -0.195
C 4.7204 -0.1578 -1.4356 -0.209
C 3.4957 0.7715 -0.7891 -0.224
C 1.9975 0.3101 -1.2700 -0.209
C 0.8283 0.6699 -0.1502 -0.199
C -0.5281 -0.1347 -0.6415 -0.233
C -1.4136 -0.7451 0.5979 -0.120
C -3.0150 -0.6319 0.1574 -0.200
N -3.5255 -2.0285 -0.1809 0.116
N -4.1184 -2.0209 -1.4415 0.089
H 9.1173 -2.5556 -0.9551 0.128
H 10.1622 -1.8261 0.5199 -0.286
H 8.7271 -2.9820 0.9155 0.145
H 7.8675 0.2434 -1.3920 0.144
H 7.2418 -1.6196 -1.5771 0.141
H 5.5822 -0.9165 0.5718 0.132
H 5.9803 0.9622 0.1087 0.124
H 5.1788 0.3454 -2.4123 0.120
H 4.3792 -1.2738 -1.6452 0.120
H 3.5292 0.6030 0.3924 0.109
H 3.7660 1.8901 -1.0011 0.114
H 1.7413 0.8854 -2.2654 0.126
H 2.0358 -0.8418 -1.4935 0.110
H 1.1439 0.3828 0.9578 0.108
H 0.5691 1.8259 -0.1389 0.098
H -0.1532 -1.0569 -1.2859 0.109
H -1.1187 0.6147 -1.3397 0.133
H -1.1834 -1.8917 0.7101 0.104
H -1.2450 -0.1674 1.6155 0.117
H -3.1770 0.0366 -0.7920 0.105
H -3.6590 -0.2667 1.0932 0.119
H -5.1596 -2.0676 -1.3851 0.166
H -3.8380 -2.9503 -1.8634 0.130
Al 12.0404 -1.4337 0.1245 0.685
O -0.1515 3.9520 1.2258 0.090
C -1.3559 3.9909 1.4598 -0.475
O -2.1717 3.0082 1.0147 0.022
C -3.5516 2.8577 1.3940 -0.164
C -4.4495 3.7024 0.5118 -0.291
C -1.9616 5.1744 2.1565 -0.141
H -3.6919 3.0629 2.4595 0.128
H -3.7985 1.8005 1.2486 0.097
H -4.2278 4.7684 0.6160 0.053
H -5.5007 3.5413 0.7646 0.103
H -4.2966 3.4497 -0.5423 -0.264
H -2.1575 5.9608 1.4256 0.078
H -1.2453 5.5417 2.8994 -0.157
H -2.8742 4.9436 2.7038 0.080
O -7.1562 0.2656 3.6568 -0.211
S -6.6007 -0.4587 2.4990 0.244
O -7.6586 -1.2747 1.8760 -0.222
O -5.5040 -1.3356 2.9480 -0.258
O -6.0838 0.5103 1.5154 -0.298
Mg 10.1414 0.0727 1.8518 0.695
O -4.5811 1.2246 -2.8976 -0.108
H -4.1867 1.5779 -3.7091 0.035
H -4.0079 0.4789 -2.6642 -0.006
F -4.5586 3.4638 -3.3153 -0.613
C -1.4992 -6.1001 -0.0749 -0.095
C -0.2932 -5.2346 -0.3762 -0.330
O -0.6868 -4.1023 -1.1371 -0.102
H -1.9771 -6.4307 -1.0029 0.077
H -1.2120 -6.9801 0.5075 0.073
H -2.2507 -5.5355 0.4866 0.073
H 0.4455 -5.7959 -0.9561 0.111
H 0.1825 -4.8895 0.5468 0.105
H -1.3364 -3.6062 -0.6100 0.041
Br -4.8586 4.1745 -1.6750 1.157
F -2.1586 -0.7945 -1.9285 -0.493
Ca -1.2586 7.0263 3.4757 1.050
```

---

Entry 5:
# C16H39B2O4

A cluster of 2 separate species, C16H39B2O4 in total (ωB97M-V/def2-TZVPD, OMol25).

**Total charge**: -1
**HOMO**: -4.57 eV
**Relative energy (zero: lowest compared OMol25 entry of this formula, charge and spin)**: 0.0 kJ/mol
**Kohn-Sham gap**: 0.26760 Ha

XYZ file:
```
61
Properties=species:S:1:pos:R:3:lowdin_charge:R:1
C 4.0316 -1.1161 -0.8133 -0.116
C 2.6304 -0.9526 -0.1880 -0.230
C 1.6486 -0.1340 -1.0583 -0.197
C 1.2865 1.2674 -0.5195 -0.278
C 2.6250 2.0070 -0.3334 -0.095
B 0.2399 1.3726 0.7698 -0.596
C 0.1730 0.0881 1.8103 -0.145
C -0.5660 -1.1845 1.3281 -0.259
C -0.0045 -2.5150 1.8812 -0.117
C -1.3396 1.6098 0.2156 -0.138
C -1.7812 0.9253 -1.0940 -0.222
C -3.0979 0.1218 -0.9729 -0.206
C -4.3331 0.9292 -1.4070 -0.186
C -5.5697 0.6418 -0.5751 -0.252
O -5.7575 -0.7597 -0.4566 -0.197
C -6.5197 -1.1506 0.6582 -0.123
C 0.5618 2.7798 1.6790 -0.034
B 1.5215 2.6057 2.8714 -0.695
O 2.8545 2.9766 2.8025 0.126
O 1.1359 2.0381 4.1094 0.096
H 4.4662 -2.0808 -0.5463 0.055
H 4.6863 -0.3351 -0.4223 0.061
H 3.9995 -1.0422 -1.8957 0.046
H 2.2068 -1.9433 -0.0457 0.082
H 2.7550 -0.4719 0.7774 0.092
H 0.7738 -0.7331 -1.3035 0.080
H 2.1631 0.0261 -2.0174 0.092
H 0.8199 1.7847 -1.3711 0.115
H 3.2782 1.8324 -1.1988 0.069
H 3.1544 1.6871 0.5639 0.068
H 2.4794 3.0826 -0.2570 0.066
H -0.3974 0.4399 2.6775 0.089
H 1.1404 -0.2197 2.2244 0.079
H -1.6011 -1.1334 1.6753 0.088
H -0.6256 -1.2562 0.2433 0.081
H 0.6585 -2.9973 1.1670 0.044
H -0.8142 -3.2033 2.1332 0.052
H 0.5636 -2.3364 2.7949 0.062
H -2.0060 1.3172 1.0374 0.085
H -1.4915 2.6895 0.0973 0.078
H -1.0237 0.2515 -1.4876 0.074
H -1.9625 1.6902 -1.8540 0.096
H -3.0466 -0.7966 -1.5604 0.105
H -3.2490 -0.1920 0.0602 0.091
H -4.0930 1.9909 -1.3086 0.109
H -4.5543 0.7633 -2.4640 0.107
H -5.4534 1.1026 0.4106 0.120
H -6.4585 1.0623 -1.0635 0.115
H -5.8712 -1.5303 1.4509 0.086
H -7.1023 -0.3167 1.0601 0.079
H -7.2262 -1.9251 0.3592 0.078
H 0.8822 3.5917 1.0201 0.077
H -0.4038 3.1029 2.0969 0.083
H 3.3055 2.6890 3.5998 0.084
H 0.4783 2.5911 4.5193 0.077
C 5.2942 -3.5773 -3.5294 -0.169
O 3.9533 -3.1257 -3.4297 -0.125
H 5.6391 -3.7774 -2.5178 0.074
H 5.3682 -4.4991 -4.1154 0.070
H 5.9429 -2.8165 -3.9739 0.075
H 3.6321 -2.9362 -4.3143 0.074
```

---

Entry 6:
# C16H39BIN3O4

A cluster of 3 separate species, C16H39BIN3O4 in total (ωB97M-V/def2-TZVPD, OMol25).

**Total charge**: 0
**HOMO**: -7.93 eV
**Relative energy (zero: lowest compared OMol25 entry of this formula, charge and spin)**: 0.0 kJ/mol
**SMILES**: NB(O)OC(=O)OCCCI.CCN(CC)CC.CCN(CC)CC
**Kohn-Sham gap**: 0.29117 Ha

XYZ file:
```
64
Properties=species:S:1:pos:R:3:lowdin_charge:R:1
N 3.7158 -0.8631 0.8121 0.201
B 3.1096 -0.8823 -0.4951 -0.734
O 3.3767 0.0656 -1.4419 0.183
O 2.3190 -1.9980 -0.8218 0.213
C 1.1049 -1.8278 -1.3962 -0.540
O 0.8995 -1.2863 -2.4481 0.185
O 0.1482 -2.4176 -0.6390 0.019
C -0.6961 -1.4846 0.0564 -0.169
C -2.0667 -1.3981 -0.6094 -0.272
C -2.7783 -0.0915 -0.2253 -0.652
I -4.8429 -0.3975 0.2542 0.746
H 3.5866 -0.0141 1.3461 0.080
H 3.4147 -1.6433 1.3824 0.082
H 3.4337 0.9607 -1.0945 0.117
H -0.2245 -0.5000 0.1135 0.132
H -0.7940 -1.8665 1.0751 0.135
H -2.6609 -2.2641 -0.3224 0.082
H -1.9069 -1.4106 -1.6867 0.117
H -2.3421 0.3814 0.6503 0.034
H -2.7770 0.6026 -1.0616 0.040
C -7.7175 -1.7975 3.8694 -0.089
C -6.8703 -0.7175 4.5242 -0.279
N -7.2537 0.6262 4.1321 -0.202
C -6.2890 1.6370 4.5230 -0.253
C -6.0630 1.8875 6.0200 -0.085
C -8.6513 0.9654 4.3344 -0.247
C -9.2199 0.8642 5.7572 -0.082
H -7.6960 -1.7014 2.7830 0.073
H -7.3257 -2.7804 4.1331 0.073
H -8.7565 -1.7644 4.1981 0.064
H -5.8322 -0.8597 4.2112 0.112
H -6.8885 -0.8681 5.6162 0.101
H -6.5754 2.5772 4.0437 0.111
H -5.3321 1.3561 4.0719 0.104
H -6.8838 2.4432 6.4715 0.055
H -5.1571 2.4810 6.1582 0.069
H -5.9324 0.9579 6.5746 0.065
H -9.2490 0.3260 3.6811 0.100
H -8.8022 1.9785 3.9540 0.114
H -8.8959 -0.0475 6.2609 0.066
H -10.3105 0.8441 5.7160 0.070
H -8.9367 1.7134 6.3772 0.054
C 7.1558 2.0451 -6.4181 -0.093
C 6.7265 1.5331 -5.0517 -0.278
N 6.6596 0.0860 -4.9769 -0.201
C 5.9956 -0.3976 -3.7782 -0.242
C 6.6580 -0.1279 -2.4214 -0.076
C 7.8678 -0.6191 -5.3655 -0.248
C 9.1631 -0.3087 -4.6006 -0.083
H 6.5021 1.6571 -7.1999 0.080
H 7.1015 3.1343 -6.4354 0.071
H 8.1826 1.7683 -6.6585 0.063
H 5.7224 1.9107 -4.8400 0.117
H 7.3889 1.9722 -4.2869 0.100
H 5.8414 -1.4742 -3.8905 0.115
H 4.9938 0.0399 -3.7631 0.104
H 7.5191 -0.7733 -2.2498 0.058
H 5.9428 -0.3252 -1.6231 0.051
H 6.9826 0.9092 -2.3220 0.069
H 8.0431 -0.4255 -6.4261 0.099
H 7.6575 -1.6894 -5.3039 0.114
H 9.2937 0.7623 -4.4401 0.065
H 10.0222 -0.6596 -5.1757 0.070
H 9.1996 -0.8038 -3.6315 0.053
```